C26H27BBrN2O | ωB97M-V/def2-TZVPD

Last column: Löwdin charge in e.
Geometry (Å):
1 C -5.441 2.215 2.476  -0.102
2 C -5.443 0.680 2.221  -0.276
3 C -5.441 0.322 0.703  -0.649
4 Br -6.583 -1.200 0.265  0.751
5 C -4.025 0.189 0.124  -0.208
6 C -3.767 -0.542 -1.099  -0.005
7 C -2.527 -0.648 -1.663  0.011
8 C -1.402 -0.030 -1.052  -0.069
9 C -0.051 -0.045 -1.571  0.034
10 B 0.202 -0.854 -2.930  -0.419
11 C -0.209 -2.388 -3.114  -0.001
12 O 0.840 -0.253 -4.006  0.129
13 C 0.970 0.607 -0.911  -0.126
14 C 2.384 0.631 -1.461  -0.074
15 C 3.466 -0.083 -0.598  -0.114
16 C 3.221 -1.576 -0.359  -0.203
17 C 4.266 -2.470 -0.675  -0.046
18 C 4.166 -3.843 -0.461  -0.073
19 C 2.992 -4.386 0.080  -0.079
20 C 1.954 -3.515 0.390  -0.085
21 C 2.056 -2.138 0.181  -0.047
22 N 0.675 1.249 0.284  0.075
23 C 1.705 1.933 1.083  -0.297
24 C 2.063 3.209 0.677  0.011
25 C 3.072 3.853 1.423  -0.020
26 C 3.619 3.169 2.516  -0.028
27 C 3.128 1.885 2.784  -0.113
28 N 2.175 1.251 2.109  0.153
29 C -0.548 1.286 0.794  0.069
30 C -1.632 0.666 0.169  -0.098
31 C -2.940 0.759 0.737  0.035
32 H -4.717 2.449 3.277  0.075
33 H -5.130 2.808 1.598  0.076
34 H -6.412 2.606 2.813  0.080
35 H -6.392 0.296 2.629  0.092
36 H -4.591 0.174 2.697  0.107
37 H -5.882 1.199 0.194  0.105
38 H -4.641 -1.016 -1.558  0.081
39 H -2.434 -1.199 -2.598  0.108
40 H -1.172 -2.503 -3.652  0.070
41 H -0.345 -2.894 -2.141  0.075
42 H 0.553 -2.914 -3.711  0.081
43 H 0.349 -0.488 -4.807  0.121
44 H 2.467 0.251 -2.486  0.120
45 H 2.680 1.699 -1.507  0.127
46 H 3.665 0.388 0.375  0.101
47 H 4.410 -0.009 -1.168  0.120
48 H 5.190 -2.034 -1.068  0.112
49 H 5.040 -4.455 -0.707  0.110
50 H 2.965 -5.463 0.250  0.109
51 H 1.024 -3.911 0.810  0.109
52 H 1.215 -1.506 0.478  0.103
53 H 1.627 3.719 -0.184  0.132
54 H 3.444 4.847 1.163  0.121
55 H 4.422 3.569 3.137  0.118
56 H 3.567 1.350 3.637  0.125
57 H -0.733 1.817 1.733  0.167
58 H -3.116 1.289 1.680  0.117

2S+1: 1
Relative energy (zero: lowest compared OMol25 entry of this formula, charge and spin), kJ/mol: 0.0
Charge: +1


C4H9NO | ωB97M-V/def2-TZVPD

Last column: Löwdin charge in e.
Geometry (Å):
1 C 2.059 -0.145 -0.471  -0.120
2 N 0.608 -0.616 -0.456  -0.042
3 C 0.146 0.783 -0.291  -0.202
4 C -0.268 -0.227 0.665  -0.263
5 C -1.787 -0.365 0.683  -0.227
6 O -2.396 -0.195 -0.576  -0.067
7 H 2.251 0.578 -1.303  0.095
8 H 2.391 0.400 0.432  0.085
9 H 2.657 -1.016 -0.637  0.056
10 H 0.803 1.542 0.127  0.104
11 H -0.468 1.074 -1.116  0.109
12 H 0.177 -0.243 1.657  0.142
13 H -2.101 0.501 1.289  0.129
14 H -2.148 -1.266 1.187  0.111
15 H -1.921 -0.767 -1.192  0.091

2S+1: 1
Relative energy (zero: lowest compared OMol25 entry of this formula, charge and spin), kJ/mol: 374.7
Charge: 0


C35H38AsBr2N4ORb | ωB97M-V/def2-TZVPD

Last column: Löwdin charge in e.
Geometry (Å):
1 Rb -0.469 0.396 1.218  0.729
2 Br -2.003 -3.516 4.912  0.734
3 C -2.688 -1.746 4.946  -0.609
4 C -3.778 -1.466 5.772  -0.189
5 C -4.301 -0.206 5.828  -0.642
6 Br -5.790 0.121 6.970  0.734
7 C -3.744 0.838 5.053  -0.197
8 C -4.220 2.169 5.063  -0.041
9 C -3.613 3.116 4.290  -0.057
10 C -2.522 2.732 3.492  -0.167
11 N -2.055 1.510 3.445  0.046
12 C -2.637 0.548 4.211  -0.144
13 C -2.058 -0.799 4.124  -0.482
14 O -1.075 -1.052 3.367  -0.294
15 H -4.208 -2.259 6.369  0.092
16 H -5.062 2.423 5.692  0.072
17 H -3.954 4.142 4.285  0.102
18 H -2.018 3.471 2.874  0.101
19 C -1.532 2.202 -1.525  -0.121
20 N -2.582 1.543 -0.768  -0.309
21 C -3.514 2.523 -0.232  -0.094
22 C -3.288 0.562 -1.582  -0.208
23 C -2.462 -0.657 -1.965  -0.200
24 N -1.859 -1.365 -0.839  -0.312
25 C -2.844 -1.752 0.165  -0.106
26 C -1.152 -2.538 -1.333  -0.094
27 H -1.925 2.733 -2.408  0.100
28 H -0.797 1.474 -1.868  0.033
29 H -1.020 2.932 -0.895  0.089
30 H -4.027 3.087 -1.027  0.093
31 H -2.981 3.233 0.401  0.077
32 H -4.265 2.025 0.381  0.091
33 H -3.655 1.019 -2.518  0.130
34 H -4.173 0.245 -1.028  0.113
35 H -1.656 -0.376 -2.650  0.109
36 H -3.131 -1.330 -2.531  0.129
37 H -3.654 -2.366 -0.261  0.100
38 H -3.287 -0.868 0.626  0.075
39 H -2.359 -2.321 0.958  0.087
40 H -1.827 -3.240 -1.848  0.096
41 H -0.684 -3.068 -0.504  0.084
42 H -0.374 -2.233 -2.035  0.066
43 C 1.656 -0.832 4.724  -0.040
44 C 2.051 -0.032 3.570  -0.271
45 N 2.360 0.582 2.650  0.120
46 H 1.519 -0.183 5.588  0.093
47 H 2.430 -1.565 4.943  0.088
48 H 0.709 -1.323 4.488  0.056
49 C 0.407 -0.045 -5.858  -0.087
50 C 0.501 1.167 -5.186  -0.081
51 C 1.013 1.207 -3.898  -0.146
52 C 1.449 0.040 -3.268  -0.414
53 C 1.357 -1.169 -3.951  -0.113
54 C 0.835 -1.209 -5.240  -0.078
55 As 2.011 0.154 -1.404  1.311
56 C 3.576 1.304 -1.569  -0.393
57 C 4.091 1.825 -0.384  -0.114
58 C 5.224 2.626 -0.412  -0.081
59 C 5.841 2.919 -1.619  -0.089
60 C 5.327 2.407 -2.802  -0.084
61 C 4.197 1.599 -2.779  -0.115
62 C 2.896 -1.572 -1.211  -0.398
63 C 2.382 -2.467 -0.280  -0.124
64 C 2.961 -3.718 -0.107  -0.076
65 C 4.065 -4.076 -0.865  -0.083
66 C 4.591 -3.182 -1.790  -0.078
67 C 4.011 -1.935 -1.962  -0.102
68 H 0.003 -0.080 -6.861  0.102
69 H 0.175 2.082 -5.664  0.105
70 H 1.084 2.159 -3.382  0.106
71 H 1.695 -2.085 -3.483  0.096
72 H 0.769 -2.156 -5.761  0.105
73 H 3.612 1.597 0.563  0.065
74 H 5.621 3.024 0.513  0.105
75 H 6.722 3.548 -1.639  0.102
76 H 5.806 2.634 -3.746  0.102
77 H 3.801 1.206 -3.708  0.097
78 H 1.528 -2.186 0.326  0.081
79 H 2.553 -4.406 0.624  0.107
80 H 4.522 -5.048 -0.730  0.103
81 H 5.459 -3.458 -2.377  0.104
82 H 4.431 -1.240 -2.680  0.103

2S+1: 1
Relative energy (zero: lowest compared OMol25 entry of this formula, charge and spin), kJ/mol: 0.0
Charge: 0


C6H11N2 | ωB97M-V/def2-TZVPD

Last column: Löwdin charge in e.
Geometry (Å):
1 C -0.251 -0.235 1.624  -0.264
2 C -1.129 -1.733 -2.027  -0.048
3 C -0.687 -1.472 -0.612  -0.018
4 C -0.296 -0.410 0.165  -0.140
5 C 1.597 1.250 -0.350  -0.029
6 C 0.155 1.007 -0.089  -0.258
7 N -0.192 -1.018 2.562  0.227
8 N -0.105 1.343 1.380  0.201
9 H -1.962 -1.086 -2.246  0.075
10 H -0.270 -1.362 -2.788  0.145
11 H -0.665 -2.286 0.056  0.104
12 H 2.321 0.394 -0.333  0.115
13 H 2.002 2.094 0.123  0.057
14 H 1.594 1.590 -1.539  0.164
15 H -0.484 1.579 -0.690  0.138
16 H 0.033 -0.518 3.503  0.146
17 H -0.925 1.824 1.570  0.146
18 H 0.660 1.820 1.820  0.161
19 H -1.396 -2.780 -2.129  0.079

2S+1: 1
Relative energy (zero: lowest compared OMol25 entry of this formula, charge and spin), kJ/mol: 351.2
Charge: +1


Computed HOMO energy, in the same sequence as the records: -11.4; -9.4; -6.7; -13.6 eV.
Computed HOMO-LUMO gap, in the same sequence as the records: 7.56; 10.51; 6.81; 9.59 eV.
Computed LUMO level, in the same sequence as the records: -3.884; 1.130; 0.141; -4.037 eV.